Computed, not measured: a structure of composition C4H3BaLiO in a non-equilibrium geometry, with the ωB97M-V functional and the def2-TZVPD basis.

Properties
Lowest unoccupied orbital energy in eV: -7.738
Electronic energy in hartree: -261.886957
Total charge: +2
Frontier orbital gap in eV: 8.8
Maximum force in eV/A: 3.1
Spin multiplicity: 1
Energy relative to the best compared isomer or geometry (same formula, charge and spin) in kcal per mole: 0.00

Each line ends with the Löwdin charge.
Element x y z (Å)
1 C -0.3965 -1.9209 -0.2128  -0.207
2 C 0.5698 -2.6560 -0.0586  -0.030
3 H 1.3434 -3.3780 0.1606  0.065
4 Li -1.6636 -0.2912 1.8477  0.879
5 O 0.1220 0.7130 -1.0816  -0.457
6 C -1.0687 0.3400 -0.8477  -0.367
7 C -1.4719 -0.8939 -0.3822  -0.198
8 Ba 2.1303 -0.4159 -1.0335  2.042
9 H -2.0285 0.8585 -1.1499  0.159
10 H -2.5020 -1.2531 -0.4002  0.114

=====

Computed, not measured: a structure of composition C4H3BiLiO in a non-equilibrium geometry, with the ωB97M-V functional and the def2-TZVPD basis.

Properties
Lowest unoccupied orbital energy (spin up / spin down) in eV: -11.749 / -11.382
Electronic energy in hartree: -450.637572
Total charge: +2
Frontier orbital gap (spin up / spin down) in eV: 5.7 / 6.9
Maximum force in eV/A: 6.5
Spin multiplicity: 2
Energy relative to the best compared isomer or geometry (same formula, charge and spin) in kcal per mole: 75.18

Each line ends with the natural charge from an NBO analysis.
Element x y z (Å)
1 O -0.7349 -0.7931 0.2816  -0.912
2 C -1.6703 -1.7574 0.1841  0.182
3 Li -0.1651 0.0046 -1.3267  0.946
4 Bi 0.1742 -0.1941 1.8782  1.675
5 H -2.4766 -1.5870 -0.5351  0.225
6 H -1.4326 -2.7221 0.6406  0.222
7 C 1.6619 1.4856 1.2078  -0.144
8 C 1.9148 1.2301 -0.0229  -0.239
9 C 1.3785 1.5677 -1.2116  -0.253
10 H 1.3500 2.7657 -1.0961  0.299